A structure of composition C40H27BrCl3F4N5NaO4PS in a non-equilibrium geometry. Source: the OMol25 dataset; level of theory: ωB97M-V with the def2-TZVPD basis set.

Computed properties:
Net charge ... -2
DFT total energy ... -7370.91297 Eh
Orbital gap ... 3.118 eV
Lowest unoccupied orbital energy ... 3.3356 eV
Energy relative to the best compared isomer or geometry (same formula, charge and spin) ... 0.9541 eV
Molecular weight ... 990.0 g/mol

```
87
Properties=species:S:1:pos:R:3:forces:R:3:mulliken_charge:R:1
Na 0.497029 -0.717516 0.837049 0.99 0.56 -1.19 1.24
N 3.336729 1.429384 3.470949 -0.22 0.27 -0.05 0.05
C 3.846029 0.172884 3.284649 -0.32 -0.62 -0.22 0.48
C 5.045129 -0.413716 3.643249 0.26 -0.04 0.05 -1.14
C 5.239629 -1.727616 3.254449 0.03 0.20 0.19 -0.63
C 4.248429 -2.440516 2.580349 -0.21 -0.28 -0.12 -0.84
C 3.042629 -1.865116 2.234249 0.06 0.06 0.04 -0.12
C 2.849829 -0.527116 2.561249 1.16 0.11 0.59 -0.31
N 1.813429 0.310884 2.287149 -0.39 1.06 0.52 0.62
C 2.115429 1.459984 2.830349 0.63 -1.13 -0.15 -0.14
C 1.304229 2.640184 2.822449 0.18 1.47 1.11 -0.25
C 1.487429 3.725584 3.661749 -0.50 -0.22 -0.53 -0.44
S 0.288029 4.928484 3.370349 0.11 -0.82 -0.50 -0.25
C -0.360671 3.880484 2.122949 0.23 0.84 0.67 -0.36
N 0.259929 2.775384 1.970449 -0.38 -0.55 -0.67 0.28
H 3.818929 2.214784 3.871649 -0.03 -0.07 -0.15 0.26
H 5.805929 0.137484 4.178949 0.09 0.03 0.02 0.39
H 6.178929 -2.213516 3.482749 0.04 -0.03 0.01 0.36
H 4.440029 -3.467916 2.303149 -0.01 -0.02 -0.06 0.37
H 2.269329 -2.414416 1.720849 0.05 -0.17 -0.14 0.49
H 2.208729 3.871684 4.438849 0.20 -0.08 0.18 0.41
H -1.204671 4.189984 1.542749 -0.37 0.07 -0.20 0.33
F -4.591271 1.967184 -5.333251 0.22 -0.25 0.68 -0.33
C -4.093871 1.432984 -4.192451 -0.14 -0.53 0.05 0.51
C -4.338571 0.087684 -3.878851 -0.23 0.68 -0.66 0.22
F -5.132671 -0.649916 -4.691551 0.41 0.34 0.30 -0.33
C -3.809671 -0.470916 -2.731151 0.15 -0.19 0.60 -0.05
F -4.167271 -1.748016 -2.475451 -0.04 0.47 -0.28 -0.43
C -3.002271 0.250284 -1.844951 0.07 0.70 -0.88 0.50
P -1.981371 -0.373916 -0.430351 -0.68 -0.11 -0.16 1.17
C -3.153471 0.150384 0.872049 -0.11 -0.06 -0.15 0.90
C -2.677971 0.989584 1.868549 -0.14 -0.02 0.01 -0.72
C -3.522471 1.419384 2.875449 -0.02 0.05 -0.01 -0.26
C -4.849071 1.025184 2.877249 -0.06 0.15 0.14 -0.84
C -5.333571 0.212184 1.867249 -0.22 -0.12 -0.07 -0.74
C -4.490271 -0.228516 0.862849 0.07 0.16 0.12 -0.45
C -2.263671 -2.167016 -0.595751 0.09 -0.21 -0.02 1.39
C -2.864871 -2.948716 0.383249 0.04 0.07 -0.04 -0.72
C -2.934871 -4.321316 0.226249 -0.11 -0.10 0.06 -0.88
C -2.421071 -4.924216 -0.909351 -0.04 -0.09 -0.06 -0.62
C -1.819171 -4.151516 -1.889451 -0.02 -0.09 -0.06 -0.71
C -1.723971 -2.783516 -1.723351 0.00 0.17 0.08 -0.84
C -2.839771 1.624384 -2.153551 -0.14 -0.78 0.33 -0.13
Br -1.962271 2.723284 -0.911751 0.02 0.26 -0.18 0.01
C -3.368771 2.201984 -3.287551 -0.17 0.30 -0.40 0.12
F -3.218771 3.516884 -3.523151 -0.10 -0.42 -0.07 -0.41
H -1.640671 1.287884 1.870349 0.04 -0.02 -0.01 0.46
H -3.133871 2.047384 3.663149 0.04 0.04 0.11 0.50
H -5.510771 1.352784 3.669349 -0.02 0.01 0.03 0.35
H -6.372871 -0.087316 1.865449 -0.09 -0.03 0.02 0.39
H -4.860571 -0.871716 0.076649 -0.07 -0.07 -0.06 0.37
H -3.246171 -2.490716 1.283149 0.00 -0.01 0.08 0.27
H -3.391571 -4.922216 1.002149 0.00 -0.02 0.04 0.42
H -2.483671 -5.998216 -1.028151 0.02 -0.05 0.00 0.35
H -1.414471 -4.619416 -2.776451 0.09 0.01 -0.02 0.46
H -1.236471 -2.179216 -2.479251 0.15 -0.01 0.01 0.43
N 1.632729 2.045084 -1.354551 -0.46 0.79 -0.29 -0.01
C 1.067729 2.446584 -2.513151 0.37 0.26 0.35 0.15
C 0.668129 3.778384 -2.717451 -0.07 0.10 -0.17 -0.17
C 0.154729 4.186784 -3.931751 0.02 0.01 0.09 -0.44
C 0.026429 3.287084 -4.978951 -0.21 0.18 -0.44 -0.60
C 0.412629 1.967284 -4.788851 -0.03 -0.04 0.05 -0.56
C 0.924029 1.547584 -3.580951 -0.05 -0.28 -0.13 -0.25
H 1.727429 1.031384 -1.153651 0.37 -1.02 0.49 -0.45
H 1.514829 2.627084 -0.541351 0.02 0.08 -0.06 -0.01
H 0.749829 4.476184 -1.894151 0.04 0.10 0.07 0.39
H -0.161671 5.215584 -4.058551 -0.01 0.05 -0.02 0.34
H -0.378371 3.604884 -5.930851 -0.04 0.04 -0.05 0.37
H 0.303429 1.250284 -5.594251 0.01 -0.02 -0.04 0.37
H 1.215929 0.518784 -3.429351 0.07 -0.14 0.11 0.43
Cl 4.328229 0.959884 0.058449 0.19 0.69 0.14 -0.23
C 4.284629 -0.667916 -0.539751 0.90 -0.29 0.11 1.06
C 5.469229 -1.330616 -0.692851 0.05 0.25 -0.03 -0.65
C 5.492629 -2.654516 -1.122751 0.57 -0.28 0.00 -0.45
C 4.275129 -3.300016 -1.320251 -0.21 -0.17 -0.04 -0.68
C 3.101329 -2.627516 -1.133151 0.56 -0.76 0.00 0.84
Cl 1.603929 -3.495116 -1.276751 -0.38 -0.37 -0.13 -0.22
C 2.979029 -1.231416 -0.783051 -1.00 0.58 -0.37 -1.61
N 1.871529 -0.611016 -0.711651 -0.21 0.44 -0.52 -0.52
H 6.390329 -0.805816 -0.473251 0.12 0.03 0.00 0.33
H 6.428929 -3.170316 -1.277451 0.10 -0.07 0.00 0.31
H 4.242029 -4.340916 -1.617951 0.03 -0.09 -0.01 0.34
O -0.011471 -2.300716 3.778049 0.95 -0.68 0.25 -0.72
Cl -0.994571 -1.396816 3.304449 -0.58 -0.79 1.22 1.93
O -0.719671 -0.086316 3.758749 0.35 1.46 0.38 -0.70
O -2.279871 -1.797516 3.770849 -1.04 -0.30 0.12 -0.77
O -0.997471 -1.429116 1.868149 -1.02 -0.62 -0.06 -0.96
```
Forces are in eV/Å.